[1]
# C3H10S2

2 unconnected molecules or ions with the total composition C3H10S2 at a distorted geometry (the ωB97M-V functional and the def2-TZVPD basis, the Open Molecules 2025 dataset).

Computed properties:
* structure (SMILES): CSS.CC
* LUMO level: -0.105 eV
* ΔE to the lowest compared entry with this formula, charge and spin: 58.1 kcal/mol
* calculated total energy: -916.57131 a.u.

CARTESIAN COORDINATES (ANGSTROEM)
C  3.4617  -1.1153  -0.8350
S  4.5548  -0.5064  0.7792
S  4.3200  -1.0327  2.8005
H  4.1990  -1.6986  -1.3921
H  2.5876  -1.6486  -0.4121
H  3.1004  -0.1039  -1.3463
H  3.3622  -2.0455  2.8138
C  -3.3630  1.7340  -0.0631
C  -3.2841  0.2297  -0.4652
H  -2.5031  2.3066  -0.6457
H  -4.1830  2.4265  -0.1749
H  -2.9605  1.8879  0.8712
H  -3.6870  -0.6393  0.0574
H  -2.1897  0.0398  -0.3698
H  -3.4153  0.1657  -1.6178

Cartesian forces (eV/Å) of the 3 atoms listed first:
C -0.56 2.20 1.81
S 0.02 0.22 -2.08
S -1.49 -1.11 -0.14



[2]
# C3H10S2

2 unconnected molecules or ions with the total composition C3H10S2 at a distorted geometry (the ωB97M-V functional and the def2-TZVPD basis, the Open Molecules 2025 dataset).

Computed properties:
* structure (SMILES): CCS.CS
* LUMO level: 0.869 eV
* ΔE to the lowest compared entry with this formula, charge and spin: 22.2 kcal/mol
* calculated total energy: -916.62854 a.u.

CARTESIAN COORDINATES (ANGSTROEM)
C  -1.8220  -0.7898  -2.1473
C  -0.4983  -0.6411  -1.4641
S  -0.2218  1.0476  -0.7506
H  -2.5694  -1.3925  -1.6134
H  -2.1437  0.1848  -2.5101
H  -1.7588  -1.3802  -3.0607
H  0.4609  -0.7676  -1.9915
H  -0.3851  -1.3152  -0.5996
H  -1.5492  1.2111  -0.4890
C  1.4511  0.7538  2.0147
S  2.9676  0.1560  2.9005
H  1.3501  1.7856  2.3748
H  0.5397  0.1383  2.2828
H  1.6309  0.6411  0.9093
H  2.5482  0.3680  4.1440

Cartesian forces (eV/Å) of the 3 atoms listed first:
C -0.15 -0.66 -1.42
C 1.64 0.11 1.84
S -1.43 -0.13 -0.49



[3]
# C3H10S2

2 unconnected molecules or ions with the total composition C3H10S2 at a distorted geometry (the ωB97M-V functional and the def2-TZVPD basis, the Open Molecules 2025 dataset).

Computed properties:
* structure (SMILES): CSC.CS
* LUMO level: 0.774 eV
* ΔE to the lowest compared entry with this formula, charge and spin: 24.6 kcal/mol
* calculated total energy: -916.62477 a.u.

CARTESIAN COORDINATES (ANGSTROEM)
C  -1.3049  -0.8790  -1.3674
S  -1.9354  -0.7882  0.3506
C  -1.9803  1.0750  0.2936
H  -2.1400  -0.6944  -2.0609
H  -0.9553  -1.9275  -1.4398
H  -0.5354  -0.1909  -1.7180
H  -1.3103  1.5076  1.0221
H  -1.6356  1.3452  -0.6942
H  -2.9616  1.3723  0.6261
C  2.0173  -0.4192  0.8412
S  3.7863  0.0702  1.1703
H  2.1040  -1.2502  0.1517
H  1.7849  -0.9010  1.8267
H  1.4320  0.4386  0.5223
H  3.6340  1.2415  0.4755

Cartesian forces (eV/Å) of the 3 atoms listed first:
C -0.70 -1.42 -0.26
S 0.85 1.55 -0.91
C 0.08 -1.06 1.11



[4]
# C3H10S3

2 unconnected molecules or ions with the total composition C3H10S3 at a distorted geometry (the ωB97M-V functional and the def2-TZVPD basis, the Open Molecules 2025 dataset).

Computed properties:
* 2S+1: 2
* LUMO level (alpha / beta): 3.103 / 3.071 eV
* ΔE to the lowest compared entry with this formula, charge and spin: 6.3 kcal/mol
* <S²>: 0.75
* calculated total energy: -1314.83641 a.u.
* charge: -1

CARTESIAN COORDINATES (ANGSTROEM)
C  -1.5810  0.9451  1.3082
S  -1.9309  -0.7266  0.7231
S  -3.3351  -0.1974  -0.9855
H  -1.8689  1.0833  2.3508
H  -0.5064  1.1515  1.2656
H  -2.0188  1.7539  0.7244
H  -4.3774  -0.7892  -0.4023
C  1.4961  1.0175  -0.6471
S  2.0966  -0.2237  0.5029
C  1.9750  -1.7824  -0.4373
H  1.9228  0.8887  -1.6339
H  0.4116  1.0130  -0.7077
H  1.8732  1.9911  -0.3417
H  2.6273  -1.6878  -1.2970
H  0.9364  -1.9336  -0.7211
H  2.2796  -2.5033  0.2985

Cartesian forces (eV/Å) of the 3 atoms listed first:
C 0.71 0.29 0.39
S 1.53 -0.43 1.66
S -1.51 0.58 -2.02



[5]
# C3H10S3

2 unconnected molecules or ions with the total composition C3H10S3 at a distorted geometry (the ωB97M-V functional and the def2-TZVPD basis, the Open Molecules 2025 dataset).

Computed properties:
* structure (SMILES): CSC.CSS
* LUMO level: 0.475 eV
* ΔE to the lowest compared entry with this formula, charge and spin: 23.3 kcal/mol
* calculated total energy: -1314.81104 a.u.

CARTESIAN COORDINATES (ANGSTROEM)
C  -0.5590  -1.7273  -2.1846
S  -1.7716  -0.9906  -1.0407
C  -2.4344  -2.3384  -0.2496
H  0.4227  -1.7565  -1.6766
H  -0.6621  -1.0959  -3.0875
H  -0.7754  -2.8348  -2.4567
H  -1.7166  -2.9827  0.3502
H  -3.3404  -2.2215  0.4417
H  -2.9116  -2.9592  -1.0082
C  2.9944  1.3423  0.2217
S  1.2700  1.7585  0.2264
S  0.4170  0.8875  1.9833
H  3.2956  1.5808  1.2035
H  3.6509  2.0458  -0.3810
H  3.3082  0.3346  -0.1406
H  0.0759  -0.2558  1.3253

Cartesian forces (eV/Å) of the 3 atoms listed first:
C -0.42 -1.67 0.03
S 0.78 2.30 -0.68
C -1.76 -3.62 2.17



[6]
# C3H10S3

2 unconnected molecules or ions with the total composition C3H10S3 at a distorted geometry (the ωB97M-V functional and the def2-TZVPD basis, the Open Molecules 2025 dataset).

Computed properties:
* 2S+1: 2
* LUMO level (alpha / beta): -4.015 / -8.129 eV
* ΔE to the lowest compared entry with this formula, charge and spin: 3.8 kcal/mol
* <S²>: 0.76
* calculated total energy: -1314.52488 a.u.
* charge: +1

CARTESIAN COORDINATES (ANGSTROEM)
C  1.2210  1.6023  -1.1274
S  1.5202  -0.1919  -1.0654
S  2.0594  -0.3840  0.8871
H  0.8454  1.8473  -2.1122
H  0.4143  1.7850  -0.4099
H  2.0989  2.0979  -0.7380
H  1.6144  -1.6477  1.0127
C  -1.7436  1.0040  1.2340
S  -2.4572  0.1679  -0.1431
C  -1.8243  -1.5184  0.1978
H  -2.1858  0.6544  2.1799
H  -0.7026  0.7200  1.4651
H  -1.8480  2.0778  1.2071
H  -1.6945  -1.9866  -0.7715
H  -2.5997  -2.0790  0.7020
H  -0.8225  -1.3476  0.5552

Cartesian forces (eV/Å) of the 3 atoms listed first:
C -0.54 -0.64 1.24
S -0.41 0.08 0.05
S -0.29 0.25 -0.20



[7]
# C3H10Si2

A molecular structure, C3H10Si2 at a distorted geometry (the ωB97M-V functional and the def2-TZVPD basis, the Open Molecules 2025 dataset).

Computed properties:
* LUMO level: 0.750 eV
* ΔE to the lowest compared entry with this formula, charge and spin: 28.9 kcal/mol
* calculated total energy: -699.17259 a.u.

CARTESIAN COORDINATES (ANGSTROEM)
C  2.1573  1.1701  -0.8754
C  1.3024  0.8654  0.1019
C  0.0232  -2.0141  0.8015
Si  -2.1602  0.8601  0.1285
Si  -0.1277  -0.2860  -0.2017
H  2.8164  1.9408  -0.6225
H  2.0391  0.8118  -1.8446
H  1.5478  1.2951  1.1602
H  1.0224  -2.4063  0.8292
H  -0.4559  -1.9502  1.7840
H  -0.5112  -2.8453  0.2663
H  -2.2247  2.4781  0.3028
H  -2.8213  0.4638  -1.0705
H  -2.7879  0.1965  1.3034
H  0.1803  -0.5798  -2.0630

Cartesian forces (eV/Å) of the 3 atoms listed first:
C -1.34 0.41 2.00
C 0.66 -0.07 1.78
C -1.53 0.29 -1.49



[8]
# C3H10Si2

2 unconnected molecules or ions with the total composition C3H10Si2 at a distorted geometry (the ωB97M-V functional and the def2-TZVPD basis, the Open Molecules 2025 dataset).

Computed properties:
* LUMO level: 0.136 eV
* ΔE to the lowest compared entry with this formula, charge and spin: 66.4 kcal/mol
* calculated total energy: -699.11272 a.u.

CARTESIAN COORDINATES (ANGSTROEM)
C  -0.1270  -1.2385  -2.1608
C  -0.6611  -0.3138  -1.4364
C  -1.4669  1.3569  0.9412
Si  1.3907  -0.9395  1.2348
Si  -0.0122  0.4971  0.0614
H  -0.6836  -1.7431  -2.8518
H  0.8364  -1.7524  -1.7588
H  -1.5306  0.0942  -1.9271
H  -1.2373  1.9872  1.6988
H  -1.9965  1.8011  0.1092
H  -2.0351  0.5215  1.2716
H  0.4566  -1.6099  2.1003
H  2.1674  -1.5963  0.1016
H  2.3371  -0.4814  2.3808
H  1.3110  1.8048  -1.3426

Cartesian forces (eV/Å) of the 3 atoms listed first:
C 3.93 -2.58 2.54
C -1.23 1.65 0.23
C 0.85 -2.04 -3.21